1.
The following is a quantum chemistry calculation of a molecular structure, C9H24Cu4O11, from the OMol25 dataset.

```
48
Properties=species:S:1:pos:R:3
Cu -6.1184 15.3392 -3.0881
Cu -5.2646 11.8739 -3.0671
Cu -8.4681 14.2379 0.2627
Cu -6.8738 17.0817 -0.3261
C -5.8496 14.0341 -0.7684
O -5.7279 13.5216 0.3634
O -5.0529 13.7631 -1.7478
O -6.8319 14.9154 -0.9876
C -2.7931 16.5599 -2.3502
C -2.9280 17.8648 -3.0857
O -2.9106 18.9803 -2.2070
O -3.9529 16.3749 -1.5139
H -1.9176 16.6058 -1.6935
H -2.6342 15.7287 -3.0442
H -3.8692 17.9220 -3.6359
H -2.0778 17.9989 -3.7615
H -2.2079 18.8416 -1.5620
H -4.1164 15.4312 -1.3923
C -2.1383 13.6928 0.6417
C -0.7650 13.2190 1.0584
O -0.0780 14.2708 1.7172
O -2.8620 12.5765 0.1144
H -2.0445 14.5123 -0.0840
H -2.6976 14.0942 1.4983
H -0.1947 12.8347 0.2180
H -0.8800 12.3908 1.7665
H -0.6267 14.5477 2.4573
H -3.7470 12.8906 -0.0985
C -5.8849 9.7211 -0.8896
C -5.1882 8.4631 -1.3393
O -4.1105 8.1710 -0.4924
O -4.9949 10.8497 -1.1324
H -6.0840 9.6040 0.1777
H -6.8423 9.9100 -1.3871
H -4.9003 8.4895 -2.4005
H -5.9006 7.6394 -1.2616
H -3.5346 8.9467 -0.5127
H -5.1737 11.5552 -0.4930
C -6.1742 12.7413 3.8034
C -7.4511 13.4272 3.3209
O -7.2027 14.5472 2.4605
O -5.7245 11.7619 2.8667
H -6.4022 12.2859 4.7621
H -5.3933 13.5027 3.8858
H -8.0780 13.7080 4.1672
H -8.0604 12.6537 2.8289
H -6.6109 14.2521 1.7421
H -5.3498 12.2555 2.1300
```

Computed properties:
Charge: +2
ΔE to the lowest compared entry with this formula, charge and spin in eV: 0.541
HOMO energy in eV: -14.39

Atomic partial charges in e from the natural (NBO) method, atoms 1 to 4:
1 Cu 0.931
2 Cu 0.952
3 Cu 0.943
4 Cu 0.982



2.
The following is a quantum chemistry calculation of C6H9IN2 in the gas phase, from the OMol25 dataset.

```
18
Properties=species:S:1:pos:R:3
C 1.2035 -0.8665 2.3922
C 1.0746 -1.2959 1.1120
C -0.6214 -0.0899 1.6858
C -0.5869 1.7052 -1.2618
C -0.4851 -0.8043 -0.6891
C 0.2203 0.5065 -1.6050
N 0.0441 -0.2304 2.8009
N -0.0746 -0.7393 0.6603
I -0.1201 -0.1188 -3.5981
H 1.9680 -1.0925 3.1151
H 1.7732 -1.3836 0.2675
H -1.5860 0.3660 1.6519
H -0.0320 2.7143 -1.4519
H -0.7163 1.9537 -0.1485
H -1.5302 1.6308 -1.7675
H -0.1946 -1.7960 -1.0702
H -1.5512 -0.9100 -0.7432
H 1.2148 0.4508 -1.3504
```

Computed properties:
ΔE to the lowest compared entry with this formula, charge and spin in eV: 0.208
HOMO energy in eV: -9.07

Atomic partial charges in e from the natural (NBO) method, atoms 1 to 4:
1 C -0.084
2 C -0.128
3 C 0.173
4 C -0.676



3.
The following is a quantum chemistry calculation of a gas-phase ion, C7H10NOS (charge +1), from the OMol25 dataset.

```
20
Properties=species:S:1:pos:R:3
C 0.3128 0.0300 0.9802
C -1.0905 0.7808 0.5400
C -2.1559 0.0064 0.1990
C 0.4276 -1.4258 0.9103
C 0.8473 -1.8549 -0.5259
C 1.1522 -0.5213 -1.2251
C -1.1340 2.2222 0.3819
N 1.0599 0.5230 -0.2654
O 1.1796 1.7459 -0.5779
S -3.3514 -0.8025 -0.3392
H 0.7375 0.6875 1.8043
H 1.1533 -1.8984 1.5486
H -0.5964 -1.9735 0.9603
H 1.6708 -2.4564 -0.4466
H 0.1803 -2.3670 -1.1492
H 2.2060 -0.4404 -1.5893
H 0.5513 -0.3088 -2.1240
H -1.9046 2.7497 -0.2607
H -0.1611 2.5644 -0.0947
H -1.0846 2.7391 1.2734
```

Computed properties:
Charge: +1
ΔE to the lowest compared entry with this formula, charge and spin in eV: 4.743
HOMO energy (alpha / beta) in eV: -12.71 / -12.70

Atomic partial charges in e from the natural (NBO) method, atoms 1 to 4:
1 C -0.046
2 C -0.192
3 C -0.039
4 C -0.468



4.
The following is a quantum chemistry calculation of a molecular structure, C26H43BN8O4SiY, from the OMol25 dataset.

```
84
Properties=species:S:1:pos:R:3
Y 0.0218 -0.0041 -0.1039
C -0.4263 -0.0825 4.5506
C 0.3889 -0.2170 3.4317
N -0.3224 -0.1269 2.3055
N -1.6124 0.0619 2.6887
C -1.6914 0.0917 4.0251
B -2.7797 0.1387 1.6741
N -2.7710 -1.1450 0.7922
C -3.7503 -2.0423 0.6298
C -3.3188 -3.0304 -0.2360
C -2.0255 -2.6495 -0.5731
N -1.6902 -1.5218 0.0568
N -2.6351 1.4161 0.7936
C -3.5435 2.3689 0.5576
C -3.0001 3.3102 -0.2981
C -1.7175 2.8420 -0.5528
N -1.4932 1.7069 0.1133
H -0.1412 -0.1159 5.5865
H 1.4522 -0.3924 3.3908
H -2.6459 0.2276 4.5055
H -3.8215 0.1954 2.2582
H -4.6912 -1.9131 1.1384
H -3.8662 -3.8918 -0.5737
H -1.3267 -3.1229 -1.2457
H -4.5175 2.3122 1.0146
H -3.4693 4.1985 -0.6809
H -0.9524 3.2549 -1.1923
N 6.5746 -0.1697 -0.3067
C 5.2312 -0.1318 -0.2250
C 4.5831 0.3207 0.9388
C 3.2150 0.3409 0.9732
N 2.4266 -0.0491 -0.0475
C 3.0542 -0.4693 -1.1682
C 4.4169 -0.5317 -1.2969
H 7.1507 0.1169 0.4636
H 7.0363 -0.4923 -1.1376
H 5.1467 0.6562 1.7984
H 2.7069 0.7017 1.8602
H 2.4205 -0.7460 -2.0047
H 4.8436 -0.8739 -2.2303
C -2.8262 0.5901 -5.6156
C -2.6621 -0.2686 -4.3716
C -3.0277 0.5168 -3.1181
C -3.4932 -1.5370 -4.4654
O -1.2912 -0.7079 -4.2990
Si 0.0445 0.0301 -3.7369
O 0.0389 0.0086 -2.1103
O 0.1126 1.5690 -4.2598
C 1.2106 2.4175 -4.6362
C 0.6458 3.8276 -4.6766
C 1.7135 1.9955 -6.0087
C 2.3197 2.3135 -3.5956
O 1.3631 -0.7995 -4.2375
C 1.5302 -2.1460 -4.7183
C 0.8633 -3.1194 -3.7532
C 3.0320 -2.3817 -4.7581
C 0.9294 -2.2585 -6.1110
H -3.8635 0.9161 -5.7141
H -2.5596 0.0205 -6.5068
H -2.1893 1.4728 -5.5605
H -4.0823 0.7984 -3.1487
H -2.4404 1.4342 -3.0408
H -2.8591 -0.0871 -2.2230
H -4.5524 -1.2976 -4.5703
H -3.3615 -2.1413 -3.5657
H -3.1843 -2.1271 -5.3288
H -0.1925 3.8765 -5.3717
H 1.4070 4.5392 -4.9988
H 0.2913 4.1247 -3.6879
H 0.9138 2.0730 -6.7460
H 2.0726 0.9669 -5.9840
H 2.5366 2.6395 -6.3250
H 1.9268 2.5240 -2.5976
H 3.1085 3.0377 -3.8078
H 2.7638 1.3165 -3.5979
H 1.2809 -3.0016 -2.7489
H 1.0420 -4.1485 -4.0705
H -0.2144 -2.9548 -3.7160
H 3.4518 -2.3236 -3.7509
H 3.5134 -1.6288 -5.3833
H 3.2605 -3.3681 -5.1632
H -0.1382 -2.0441 -6.0885
H 1.0714 -3.2681 -6.5013
H 1.4162 -1.5587 -6.7918
```

Computed properties:
Charge: +1
HOMO energy in eV: -11.95

Atomic partial charges in e from the natural (NBO) method, atoms 1 to 4:
1 Y 2.250
2 C -0.340
3 C -0.010
4 N -0.460



5.
The following is a quantum chemistry calculation of 3 unconnected molecules or ions with the total composition C4H15N2O2, from the OMol25 dataset.

```
23
Properties=species:S:1:pos:R:3
N -0.7571 3.3646 0.7713
C 0.1230 -1.3040 0.3011
C -1.1313 -1.7421 -0.3887
C -0.8244 -2.5841 -1.6159
O -2.0484 -2.8150 -2.2920
C 0.3152 0.0983 0.7326
N 1.6194 0.3212 1.4444
H -1.3711 3.8069 0.1028
H -1.2378 3.3655 1.6636
H 0.1155 3.8646 0.8747
H 0.5968 -2.0430 0.9488
H -1.7162 -0.8870 -0.7369
H -1.7465 -2.3183 0.3043
H -0.4258 -3.5617 -1.2984
H -0.1080 -2.0629 -2.2621
H -1.9524 -3.5724 -2.8737
H 0.3262 0.7576 -0.1341
H -0.5245 0.4287 1.3463
H 2.1894 -0.4491 1.0857
H 1.4278 -0.0793 2.3647
H 2.2223 1.8915 0.4083
H 2.7529 2.7448 -0.7511
O 2.1552 2.7750 0.0044
```

Computed properties:
Multiplicity: 2
ΔE to the lowest compared entry with this formula, charge and spin in eV: 0.000
HOMO energy (alpha / beta) in eV: -7.97 / -9.50

Atomic partial charges in e from the natural (NBO) method, atoms 1 to 4:
1 N -1.084
2 C -0.096
3 C -0.492
4 C -0.044